Entry 1:
64
Properties=species:S:1:pos:R:3:forces:R:3 method="wB97M-V/def2-TZVPD" multiplicity=6 total_charge=+3 gap_ev="6.29 / 3.32" lumo_ev="-9.0 / -11.6"
Ir 0.05136 0.81001 -0.25407 -0.913 -0.812 1.078
C -2.34181 3.66878 -0.83592 0.018 0.038 -0.029
C -1.02479 3.65831 -1.53844 0.006 -0.905 0.505
C -0.59677 4.67624 -2.38088 0.377 0.308 -0.397
C 0.65636 4.60258 -2.99301 -0.037 0.160 -0.059
C 1.48608 3.52089 -2.78192 0.114 0.108 -0.233
C 1.01149 2.51227 -1.93773 0.504 -0.824 0.297
N -0.21411 2.61244 -1.33979 -0.821 0.804 0.094
N 1.57455 1.34642 -1.53609 0.138 0.976 -0.786
Si 3.01939 0.42169 -2.09444 0.754 -0.326 -0.251
C 3.43831 0.91057 -3.83405 -0.091 0.075 0.015
C 2.45134 -1.35116 -2.00593 -0.161 0.108 0.054
C 4.38164 0.76081 -0.88605 -0.122 0.084 0.115
H -2.92855 4.53960 -1.11578 -0.008 -0.004 0.009
H -2.19268 3.68583 0.24534 0.014 0.006 -0.003
H -2.91076 2.77074 -1.08221 0.014 -0.002 -0.008
H -1.24022 5.52736 -2.55300 0.001 0.024 -0.006
H 0.97927 5.40768 -3.64008 0.007 0.002 0.007
H 2.45852 3.44658 -3.24314 0.017 0.000 -0.011
H 2.56325 0.93011 -4.48668 0.010 -0.010 -0.036
H 4.13219 0.17071 -4.24184 -0.018 -0.003 0.020
H 3.94193 1.87560 -3.89779 0.026 0.005 -0.001
H 1.62928 -1.54493 -2.69993 0.006 -0.023 0.003
H 2.13094 -1.61600 -0.99457 0.001 -0.041 0.000
H 3.27109 -2.02166 -2.27369 0.007 0.049 0.000
H 4.66330 1.81466 -0.86412 0.005 0.004 -0.004
H 5.27023 0.18917 -1.16547 -0.041 -0.008 -0.032
H 4.10099 0.45862 0.12514 0.037 0.011 0.008
S 1.31037 2.72109 5.11381 -0.234 -0.443 0.357
C 1.47897 2.90434 6.78231 -0.254 -0.514 0.695
C 0.92377 1.84457 7.51607 0.745 1.364 -0.167
C 0.36388 0.89169 6.69952 -0.180 -0.217 -1.467
C 0.48045 1.20526 5.32446 0.005 -0.032 0.639
C 0.00593 0.42959 4.21633 -0.013 -0.071 0.489
C 0.20671 0.87302 2.88105 -0.065 -0.089 -0.223
N -0.20868 0.19967 1.82967 0.142 0.083 0.067
C -0.85770 -0.98814 2.02332 -0.136 -0.240 -0.670
C -1.10100 -1.51740 3.30061 0.176 0.303 0.353
C -1.77922 -2.77989 3.42517 -0.071 -0.107 -0.179
C -2.17424 -3.46022 2.33016 0.007 0.013 0.162
C -1.93082 -2.93537 1.01332 -0.281 -0.503 -0.469
C -2.31137 -3.60189 -0.15202 0.093 0.160 0.624
C -2.04581 -3.04110 -1.40280 -0.084 -0.130 -0.539
C -1.38897 -1.77948 -1.43173 0.066 0.112 0.050
N -1.02635 -1.13791 -0.34492 -0.091 -0.103 -0.413
C -1.28114 -1.69920 0.87171 0.294 0.517 0.527
C -2.41426 -3.69162 -2.62746 0.089 0.171 0.331
C -2.19589 -3.24458 -3.94926 -0.005 -0.013 -0.087
C -2.67723 -4.11814 -4.89711 -0.006 -0.020 0.018
C -3.27208 -5.24754 -4.31558 0.020 0.054 -0.024
S -3.23643 -5.22577 -2.63220 -0.003 -0.023 0.013
C -0.66057 -0.78469 4.40285 -0.033 -0.029 -0.370
H 1.97696 3.77645 7.18453 -0.037 -0.067 -0.045
H 0.94561 1.80348 8.59524 0.009 0.020 -0.043
H -0.11394 -0.00217 7.07149 -0.004 -0.007 -0.010
H 0.72552 1.80157 2.67530 -0.009 -0.007 0.084
H -1.96344 -3.17458 4.41583 0.010 0.015 -0.003
H -2.68101 -4.41173 2.42502 0.003 0.003 -0.017
H -2.81281 -4.55867 -0.06497 0.003 0.001 -0.002
H -1.16232 -1.29118 -2.36978 -0.020 -0.038 -0.023
H -1.70242 -2.31637 -4.19547 -0.011 -0.014 -0.003
H -2.61600 -3.97400 -5.96564 -0.002 -0.002 0.007
H -3.72512 -6.07896 -4.83853 0.001 0.002 0.006
H -0.84116 -1.17402 5.39584 0.029 0.047 -0.017

---

Entry 2:
64
Properties=species:S:1:pos:R:3:forces:R:3 method="wB97M-V/def2-TZVPD" multiplicity=1 total_charge=+2 gap_ev=7.92 lumo_ev=-6.2
Sn -0.30534 0.22667 0.04834 0.042 0.263 -0.018
C 2.08010 2.95179 2.92583 0.000 -0.008 0.004
C 3.29854 2.30692 3.04733 -0.001 0.000 -0.005
C 3.48296 1.08775 2.41123 -0.007 0.002 0.010
C 2.44239 0.55081 1.67434 0.010 -0.023 -0.007
N 1.26094 1.17806 1.56170 -0.029 0.029 -0.040
C 1.08865 2.35298 2.16768 0.006 0.035 -0.005
C 2.54354 -0.75971 0.98123 -0.020 -0.021 -0.005
C 3.71870 -1.47038 0.78834 -0.004 0.007 0.010
C 3.65164 -2.69883 0.14889 -0.003 -0.009 -0.006
C 2.42500 -3.21419 -0.24689 0.009 0.007 0.008
C 1.29504 -2.45049 -0.01341 0.010 0.013 0.014
N 1.38143 -1.24934 0.55555 -0.002 0.028 0.064
C -0.10447 -2.87779 -0.26280 -0.013 -0.015 0.016
C -0.47832 -4.19714 -0.43692 0.010 0.000 0.002
C -1.82975 -4.51373 -0.45477 -0.002 -0.006 0.003
C -2.76504 -3.50731 -0.28193 0.001 -0.001 0.002
C -2.31788 -2.20630 -0.14838 0.000 0.012 -0.010
N -1.02052 -1.90219 -0.16189 -0.008 0.001 -0.125
H 1.89543 3.90516 3.39931 -0.001 0.002 -0.001
H 4.09894 2.74431 3.62846 0.002 0.000 0.002
H 4.42287 0.56374 2.50155 0.000 -0.001 0.003
H 0.13342 2.83885 2.01480 0.005 0.002 -0.009
H 4.67019 -1.07729 1.11346 0.001 -0.002 0.001
H 4.55697 -3.26237 -0.03155 0.001 -0.001 0.001
H 2.36141 -4.17952 -0.72725 0.000 0.000 -0.001
H 0.26906 -4.97345 -0.51105 -0.002 -0.004 -0.003
H -2.14450 -5.54158 -0.57456 0.000 -0.001 -0.003
H -3.82429 -3.71821 -0.25781 -0.003 0.000 0.000
H -3.00352 -1.37807 -0.02936 0.000 0.007 -0.008
O -1.24150 -0.29513 1.89123 0.000 -0.082 0.035
N -1.89316 0.64977 2.58373 0.029 0.000 0.000
C -2.12587 0.38086 3.88775 0.012 0.010 -0.004
C -2.82332 1.26434 4.66305 -0.003 0.016 -0.003
C -3.28575 2.44823 4.08592 0.001 -0.016 0.011
C -3.02940 2.70343 2.75871 0.012 0.008 -0.019
C -2.31916 1.78429 1.98269 -0.011 -0.022 0.029
S -1.96806 2.05307 0.30858 -0.046 -0.098 0.028
H -1.72798 -0.56280 4.22735 -0.001 -0.001 0.002
H -3.00414 1.02880 5.70103 0.000 0.000 0.002
H -3.84238 3.16287 4.67626 -0.002 0.000 0.000
H -3.37248 3.61104 2.28304 -0.001 0.002 0.001
C -2.75080 -0.90072 -2.85503 -0.012 0.006 0.016
N -1.65310 -0.01220 -2.45853 0.011 0.028 -0.001
C -2.01373 1.35152 -2.87647 -0.003 0.020 0.009
C -0.43536 -0.44921 -3.15472 -0.011 0.004 -0.001
C 0.71714 0.47054 -2.85440 -0.003 -0.017 -0.004
C 1.53152 0.91019 -3.88999 0.005 -0.004 0.010
C 2.54536 1.82655 -3.65564 0.002 -0.002 -0.008
C 2.72821 2.33271 -2.38031 0.005 0.000 0.011
C 1.92263 1.89399 -1.33674 -0.003 -0.024 -0.001
C 0.92569 0.94678 -1.55963 0.034 -0.152 -0.032
H -2.96995 -0.79243 -3.92381 0.003 0.001 0.002
H -3.65529 -0.65501 -2.29920 0.002 -0.005 0.011
H -2.48299 -1.94081 -2.67712 -0.002 -0.010 0.006
H -2.11621 1.40946 -3.96642 -0.003 0.013 -0.003
H -1.25306 2.06723 -2.56793 -0.017 0.005 -0.006
H -2.96383 1.62619 -2.42299 -0.015 0.001 -0.005
H -0.60408 -0.48038 -4.23876 0.009 -0.008 -0.003
H -0.22012 -1.47724 -2.84083 0.006 0.005 0.004
H 1.35594 0.54497 -4.89476 -0.002 -0.002 -0.002
H 3.17007 2.16375 -4.47161 -0.002 0.001 -0.002
H 3.48967 3.07806 -2.19296 0.000 0.000 0.003
H 2.08191 2.32814 -0.36098 0.001 0.007 0.020

---

Entry 3:
71
Properties=species:S:1:pos:R:3:forces:R:3 method="wB97M-V/def2-TZVPD" multiplicity=2 total_charge=+1 gap_ev="7.34 / 6.14" lumo_ev="-3.6 / -5.1"
Ir 1.54821 1.65325 1.87968 -0.892 0.258 0.626
N 4.81065 -0.87155 1.18804 0.026 0.044 -0.152
C 3.91351 -0.07915 0.60189 -0.033 -0.012 -0.203
N 3.03516 0.28559 1.51403 0.484 0.208 0.142
C 3.48066 -0.31510 2.66110 -0.095 0.018 -0.061
N 4.55785 -1.03046 2.49563 -0.062 -0.059 0.214
C 2.69581 -0.07764 3.85942 -0.120 -0.146 0.141
C 2.86884 -0.69913 5.08314 0.115 -0.015 -0.085
N 2.05531 -0.47074 6.10482 0.020 -0.046 0.041
C 1.05920 0.37662 5.90092 -0.085 0.075 -0.005
C 0.85570 1.02133 4.68711 0.037 0.121 0.046
N 1.68620 0.79752 3.67011 0.180 -0.241 0.138
H 5.61663 -1.31263 0.77490 -0.010 -0.014 -0.025
H 3.92343 0.20259 -0.43556 0.017 0.089 -0.020
H 3.68671 -1.39454 5.22314 0.001 -0.011 0.012
H 0.38623 0.56496 6.72706 -0.006 0.002 0.005
H 0.06088 1.73650 4.53375 0.013 -0.013 -0.023
C -3.24297 -1.88627 -6.09395 -0.013 -0.005 -0.026
C -2.60283 -1.36236 -4.84273 0.018 0.028 0.012
C -2.16163 -0.04739 -4.75737 0.000 -0.037 0.022
C -1.57875 0.45639 -3.60237 -0.012 0.015 -0.021
C -1.13825 1.89710 -3.57747 0.010 0.026 0.000
C -1.41571 -0.40873 -2.50812 -0.081 -0.061 -0.046
Te -0.40922 0.39991 -0.85370 -0.053 0.090 0.122
N -0.24477 0.69767 1.76831 0.402 0.440 -0.308
C -0.86049 1.80435 2.10862 0.008 0.114 0.010
O -0.04883 2.80673 2.38982 -0.119 -0.449 -0.033
C -2.31548 1.98593 2.18293 -0.030 -0.011 -0.043
C -3.16231 0.89890 1.96954 0.016 0.034 0.015
C -4.53356 1.07691 2.01831 -0.003 -0.018 -0.004
C -5.05911 2.33603 2.28172 0.003 0.016 0.003
C -4.21641 3.41813 2.49651 -0.005 -0.006 -0.001
C -2.84227 3.24766 2.44661 0.004 -0.031 -0.019
C 0.88293 -1.22452 -0.51545 0.034 -0.012 -0.012
C 0.85419 -1.88303 0.70938 0.009 -0.029 -0.001
C 1.71964 -2.93850 0.94398 0.007 -0.028 -0.015
C 2.60344 -3.33729 -0.05070 -0.028 0.009 -0.008
C 2.62201 -2.67519 -1.26794 0.013 0.019 0.004
C 1.77010 -1.60043 -1.52866 0.002 -0.021 0.021
C 1.84385 -0.90887 -2.86277 0.023 0.011 -0.043
C -1.88985 -1.72876 -2.54959 0.020 0.000 0.056
C -1.80902 -2.66614 -1.37684 -0.028 -0.035 0.026
C -2.46702 -2.18070 -3.72597 -0.004 0.008 -0.010
H -3.18600 -1.16170 -6.90366 -0.001 0.001 -0.006
H -4.29501 -2.11588 -5.91771 -0.005 -0.002 -0.001
H -2.75988 -2.80734 -6.42131 0.001 -0.004 0.000
H -2.27969 0.60745 -5.61210 0.000 0.015 -0.012
H -1.41565 2.39079 -4.50630 -0.001 0.008 0.003
H -0.05588 1.99429 -3.46591 0.006 0.001 0.001
H -1.60595 2.45282 -2.76131 0.006 0.001 0.000
H -2.73495 -0.07859 1.78320 -0.007 -0.008 0.002
H -5.19531 0.23668 1.85805 -0.009 -0.009 -0.001
H -6.13133 2.47301 2.32129 -0.013 0.002 0.001
H -4.63121 4.39568 2.70005 -0.006 0.011 0.002
H -2.17138 4.08122 2.60206 0.014 0.012 0.003
H 0.16533 -1.55528 1.47670 0.014 -0.020 -0.024
H 1.69434 -3.45608 1.89391 0.002 -0.010 0.013
H 3.27423 -4.16918 0.11929 0.007 -0.016 0.004
H 3.31171 -2.99189 -2.04148 0.005 -0.002 -0.005
H 2.81047 -1.08746 -3.33299 -0.018 -0.006 0.000
H 1.71533 0.17331 -2.77160 0.017 -0.009 -0.007
H 1.07019 -1.27179 -3.54247 -0.017 0.005 0.016
H -1.93207 -2.14345 -0.42666 -0.005 -0.005 0.003
H -0.85014 -3.18635 -1.34598 0.009 -0.006 0.005
H -2.59282 -3.41863 -1.44587 0.000 -0.005 0.003
H -2.83745 -3.19863 -3.76905 -0.002 -0.016 0.005
F 2.75079 4.80422 -0.01113 -0.081 0.117 0.086
B 2.89960 3.52137 0.32859 -0.252 0.281 -0.083
F 1.55359 2.80096 0.15750 0.178 -0.055 -0.541
F 3.82677 2.83188 -0.38560 0.086 -0.374 0.015
F 3.06368 3.31354 1.74921 0.288 -0.230 0.026

---

Molecular weight across the listed records, respectively: 716.00 612.35 883.21 g/mol.
Energy above the lowest of the compared OMol25 structures with the same formula, charge and spin across the listed records, respectively: 0.000 0.000 0.000 eV.
Energy across the listed records, respectively: -2529.55499 -2082.33730 -2322.33205 Eh.